[1]
Entry from the OMol25 dataset: C20H21FN4O3S in the gas phase (ωB97M-V with the def2-TZVPD basis set).

Results
Spin multiplicity   1
Orbital gap   8.485 eV
SMILES string   CCOC(=O)N1CCN(C(=O)c2sc3nc(-c4ccc(F)cc4)cn3c2C)CC1

```
50
Properties=species:S:1:pos:R:3:mulliken_charge:R:1
C 3.8427 2.7337 4.3377 -1.280
C 3.6452 1.6222 3.3171 -0.116
H 3.0578 1.9897 2.4700 0.164
H 4.6029 1.2318 2.9663 0.362
O 2.9781 0.5015 3.8931 -0.331
C 1.6325 0.5469 3.8972 0.767
O 0.9774 1.4265 3.3874 -0.648
N 1.0888 -0.4911 4.5922 0.056
C 1.8021 -1.7310 4.8227 -0.765
H 2.8400 -1.5907 4.5270 0.359
C 1.1405 -2.8444 3.9776 -0.846
N 0.4410 -2.2465 2.8589 -0.034
C 1.1621 -1.9969 1.7346 0.499
O 2.3309 -2.3230 1.6233 -0.668
C 0.4384 -1.3723 0.6046 1.086
C 0.9425 -0.4229 -0.2241 -0.167
N 0.0642 -0.1161 -1.2318 0.130
C -0.0114 0.7225 -2.3068 -0.504
C -1.2285 0.4601 -2.9033 0.468
N -1.8972 -0.5219 -2.2119 -0.558
C -1.1053 -0.8390 -1.2304 0.367
S -1.1542 -1.9448 0.0893 -0.212
C -1.8222 1.0626 -4.0834 0.108
C -3.0775 0.6276 -4.5105 -0.357
C -3.6720 1.1768 -5.6284 -0.581
C -2.9992 2.1688 -6.3196 0.376
C -1.7541 2.6213 -5.9212 -0.617
C -1.1688 2.0644 -4.8008 -0.455
H -0.1982 2.4121 -4.4835 0.294
H -1.2607 3.3968 -6.4860 0.435
F -3.5728 2.7128 -7.4156 -0.327
H -4.6417 0.8495 -5.9691 0.428
H -3.5692 -0.1473 -3.9450 0.455
H 0.7697 1.4100 -2.5516 0.487
C 2.2413 0.2890 -0.1103 -1.788
H 2.0727 1.3233 0.1925 0.313
H 2.8681 -0.2078 0.6237 0.378
H 2.7508 0.2892 -1.0729 0.483
C -0.7139 -1.4740 3.2638 -0.725
H -1.5559 -2.1444 3.4634 0.334
C -0.3459 -0.6625 4.5300 -0.910
H -0.8111 0.3224 4.4974 0.424
H -0.6577 -1.1814 5.4391 0.310
H -0.9905 -0.7895 2.4642 0.540
H 0.4106 -3.4071 4.5640 0.380
H 1.8961 -3.5251 3.5855 0.419
H 1.7616 -1.9805 5.8878 0.424
H 4.3845 2.3589 5.2026 0.316
H 4.4069 3.5457 3.8880 0.403
H 2.8764 3.1121 4.6623 0.321
```



[2]
Entry from the OMol25 dataset: C20H21FN6O3 in the gas phase (ωB97M-V with the def2-TZVPD basis set).

Results
Spin multiplicity   1
Orbital gap   8.845 eV
SMILES string   COCCCNC(=O)Cn1nnc(-c2ccccc2NC(=O)c2ccccc2F)n1

```
51
Properties=species:S:1:pos:R:3:mulliken_charge:R:1
C -4.2387 -1.6640 0.1822 -0.715
H -3.8740 -2.0769 -0.7553 0.228
O -4.7583 -0.3886 -0.1199 -0.429
C -5.2480 0.3257 0.9970 -0.571
C -4.1585 1.0919 1.7580 -0.501
C -3.5663 2.2181 0.9138 -0.725
N -2.8559 1.6885 -0.2303 0.000
C -1.6929 2.1968 -0.6509 0.738
O -1.1135 3.1308 -0.1433 -0.682
C -1.1217 1.4584 -1.8848 -0.961
N -0.8745 0.0895 -1.5737 0.831
N -1.7557 -0.8693 -1.6951 -0.727
N -1.2014 -1.9574 -1.2939 -0.354
C 0.0580 -1.6428 -0.9166 0.583
N 0.2678 -0.3358 -1.0834 -0.637
C 1.0198 -2.6079 -0.4309 0.407
C 0.6155 -3.9401 -0.3493 -0.773
C 1.4856 -4.9168 0.0875 -0.678
C 2.7789 -4.5673 0.4468 -0.536
C 3.2000 -3.2539 0.3740 -0.469
C 2.3336 -2.2532 -0.0623 0.254
N 2.7131 -0.9196 -0.1403 -0.188
C 3.8848 -0.3404 0.2377 0.647
O 4.8438 -0.9237 0.7008 -0.669
C 3.8890 1.1534 0.0984 -0.064
C 3.2633 1.8769 -0.9114 0.830
C 3.3124 3.2575 -0.9640 -0.708
C 4.0058 3.9487 0.0131 -0.339
C 4.6590 3.2544 1.0185 -0.695
C 4.6048 1.8746 1.0525 -0.533
H 5.1156 1.3169 1.8228 0.435
H 5.2120 3.7896 1.7749 0.395
H 4.0406 5.0266 -0.0181 0.390
H 2.8091 3.7722 -1.7672 0.437
F 2.6008 1.2407 -1.9073 -0.375
H 1.9801 -0.3175 -0.5112 0.704
H 4.2049 -2.9868 0.6546 0.542
H 3.4690 -5.3251 0.7864 0.412
H 1.1612 -5.9445 0.1456 0.403
H -0.3950 -4.1821 -0.6404 0.498
H -0.1760 1.9264 -2.1634 0.308
H -1.8375 1.5054 -2.7075 0.357
H -3.3002 0.8999 -0.6916 0.273
H -2.8550 2.8131 1.4929 0.407
H -4.3710 2.8798 0.5703 0.271
H -4.5986 1.5180 2.6598 0.377
H -3.3647 0.4060 2.0592 0.223
H -5.7696 -0.3579 1.6801 0.380
H -5.9768 1.0356 0.5936 0.358
H -3.4072 -1.6112 0.8927 0.277
H -5.0176 -2.3125 0.5987 0.365
```



Computed DFT total energy, in the same sequence as the records: -1717.58079, -1428.86670 Ha.